Record 1
A molecular structure, C38H36AsBFN4O6RuS. Source: OMol25; level of theory: ωB97M-V with the def2-TZVPD basis set.

Cartesian coordinates (Å):
Ru  -0.505  1.405  0.710
S  -1.842  3.353  0.599
C  -0.815  4.626  -0.055
C  -1.225  5.945  0.134
C  -0.454  6.991  -0.342
C  0.730  6.734  -1.018
C  1.130  5.424  -1.226
C  0.364  4.361  -0.760
As  0.854  2.493  -1.053
C  -0.162  2.057  -2.652
C  0.214  0.931  -3.385
C  -0.552  0.510  -4.459
C  -1.702  1.208  -4.804
C  -2.070  2.338  -4.087
C  -1.304  2.762  -3.010
C  2.646  2.728  -1.781
C  3.719  2.802  -0.898
C  4.992  3.077  -1.373
C  5.196  3.267  -2.732
C  4.128  3.186  -3.614
C  2.851  2.917  -3.143
H  -2.150  6.137  0.665
H  -0.773  8.012  -0.177
H  1.341  7.548  -1.386
H  2.051  5.224  -1.760
H  1.109  0.387  -3.108
H  -0.255  -0.363  -5.025
H  -2.306  0.876  -5.639
H  -2.951  2.899  -4.371
H  -1.597  3.645  -2.455
H  3.554  2.647  0.163
H  5.824  3.145  -0.684
H  6.189  3.477  -3.106
H  4.284  3.339  -4.673
H  2.018  2.867  -3.831
C  0.720  -6.834  0.764
C  1.875  -6.021  1.379
C  1.775  -6.056  2.910
C  3.190  -6.682  0.960
C  1.761  -4.585  0.868
C  2.737  -3.997  0.061
C  2.571  -2.755  -0.549
C  1.386  -2.104  -0.313
O  0.882  -0.939  -0.884
B  -0.393  -0.847  -0.373
O  -0.677  -1.819  0.563
C  0.438  -2.641  0.547
C  0.593  -3.866  1.146
H  0.773  -7.871  1.100
H  0.787  -6.819  -0.325
H  -0.254  -6.434  1.047
H  1.888  -7.082  3.262
H  0.812  -5.685  3.261
H  2.564  -5.451  3.361
H  3.205  -7.707  1.332
H  4.054  -6.162  1.379
H  3.288  -6.719  -0.126
H  3.662  -4.524  -0.124
H  3.330  -2.337  -1.197
H  -0.195  -4.251  1.779
F  -7.565  0.171  1.340
C  -6.601  -0.714  1.100
C  -5.753  -0.537  0.086
N  -4.760  -1.454  -0.207
C  -3.674  -1.091  -1.088
C  -2.647  -0.256  -0.356
O  -1.444  -0.138  -0.996
O  -2.817  0.275  0.707
C  -4.560  -2.586  0.583
O  -3.649  -3.361  0.384
N  -5.474  -2.736  1.594
C  -6.518  -1.881  1.977
O  -7.221  -2.130  2.919
H  -5.825  0.325  -0.563
H  -4.042  -0.544  -1.957
H  -3.184  -2.000  -1.432
H  -5.367  -3.569  2.157
C  1.893  3.067  2.931
C  0.884  2.146  3.518
N  0.063  1.358  2.845
C  -0.724  0.692  3.764
C  -0.354  1.072  5.010
N  0.658  1.989  4.836
H  1.692  3.173  1.868
H  2.902  2.676  3.068
H  1.841  4.049  3.402
H  -1.486  -0.007  3.464
H  -0.723  0.785  5.978
H  1.152  2.458  5.575

Output
- HOMO-LUMO gap (alpha / beta) (eV) = 6.42 / 6.49
- highest occupied orbital energy (alpha / beta) (eV) = -10.24 / -10.08
- total charge = +1
- multiplicity = 1
- LUMO level (alpha / beta) (eV) = -3.82 / -3.59

Record 2
A molecular structure, C38H36AsN2O7PS5V. Source: OMol25; level of theory: ωB97M-V with the def2-TZVPD basis set.

Cartesian coordinates (Å):
V  0.318  -0.184  0.319
O  -3.958  0.478  1.585
C  -4.315  -0.810  1.684
C  -5.637  -1.086  2.054
C  -6.077  -2.388  2.178
C  -5.211  -3.453  1.941
C  -3.906  -3.183  1.571
C  -3.437  -1.877  1.432
C  -2.038  -1.624  0.981
O  -1.666  -0.397  0.883
N  -1.310  -2.670  0.703
N  -0.004  -2.315  0.319
C  0.671  -3.344  -0.006
S  2.391  -3.265  -0.351
C  2.628  -5.057  -0.271
C  1.387  -5.710  -0.843
S  -0.051  -4.961  -0.035
H  -3.008  0.480  1.288
H  -6.296  -0.245  2.233
H  -7.106  -2.578  2.463
H  -5.552  -4.476  2.039
H  -3.206  -3.983  1.369
H  2.787  -5.366  0.764
H  3.517  -5.295  -0.857
H  1.361  -6.784  -0.652
H  1.331  -5.530  -1.918
O  0.802  2.723  -2.443
S  -0.565  3.016  -2.830
O  -0.760  4.342  -3.401
O  -1.583  2.629  -1.858
C  -0.889  1.877  -4.186
C  -1.070  2.412  -5.462
C  -1.401  1.600  -6.532
C  -1.581  0.236  -6.327
C  -1.392  -0.289  -5.061
C  -1.016  0.514  -3.980
P  -0.758  -0.366  -2.343
C  0.395  -1.623  -3.037
C  0.131  -2.869  -3.601
C  1.151  -3.606  -4.188
C  2.445  -3.104  -4.234
C  2.720  -1.869  -3.667
C  1.708  -1.141  -3.059
C  -2.443  -1.062  -2.197
C  -3.483  -0.127  -2.227
C  -4.791  -0.531  -2.020
C  -5.084  -1.869  -1.785
C  -4.057  -2.797  -1.736
C  -2.739  -2.394  -1.925
H  -0.963  3.483  -5.570
H  -1.533  2.032  -7.518
H  -1.868  -0.418  -7.141
H  -1.551  -1.349  -4.913
H  -0.872  -3.269  -3.608
H  0.926  -4.572  -4.628
H  3.237  -3.681  -4.699
H  3.727  -1.471  -3.662
H  1.944  -0.190  -2.592
H  -3.253  0.923  -2.383
H  -5.582  0.208  -2.025
H  -6.106  -2.181  -1.606
H  -4.269  -3.835  -1.509
H  -1.947  -3.118  -1.801
O  4.477  0.036  -0.215
C  3.461  -0.250  0.425
O  2.281  -0.195  -0.043
C  3.652  -0.776  1.856
C  4.975  -1.096  2.173
C  5.351  -1.626  3.394
C  4.361  -1.848  4.346
C  3.050  -1.533  4.058
C  2.641  -0.986  2.823
S  0.939  -0.571  2.723
H  5.707  -0.905  1.399
H  6.389  -1.862  3.599
H  4.610  -2.270  5.315
H  2.277  -1.703  4.800
C  1.735  4.928  1.880
As  1.251  3.108  2.334
C  2.922  2.451  3.039
C  0.165  3.306  3.923
S  0.122  2.386  0.729
H  2.068  5.472  2.766
H  0.870  5.409  1.429
H  2.533  4.890  1.141
H  3.293  3.251  3.684
H  3.629  2.254  2.235
H  2.751  1.533  3.590
H  0.681  3.909  4.671
H  -0.036  2.309  4.314
H  -0.775  3.770  3.631

Output
- ⟨S²⟩ = 3.7616
- HOMO-LUMO gap (alpha / beta) (eV) = 5.36 / 5.85
- highest occupied orbital energy (alpha / beta) (eV) = -1.56 / -2.06
- total charge = -2
- multiplicity = 4
- ΔE to the lowest compared entry with this formula, charge and spin (kcal/mol) = 10.2
- LUMO level (alpha / beta) (eV) = 3.79 / 3.79

Record 3
A molecular structure, C38H36BBrN2O5PdS. Source: OMol25; level of theory: ωB97M-V with the def2-TZVPD basis set.

Cartesian coordinates (Å):
Pd  -0.701  0.608  -0.549
O  3.768  0.112  2.677
C  2.928  0.878  3.456
C  3.336  1.354  4.693
C  2.463  2.105  5.466
C  1.185  2.371  5.000
C  0.793  1.887  3.759
C  1.654  1.150  2.963
C  1.180  0.611  1.622
O  -0.106  0.970  1.375
N  2.145  1.132  0.567
N  1.711  0.946  -0.669
C  2.454  0.800  -1.692
C  1.858  0.580  -3.005
Br  -0.066  0.690  -3.142
C  2.486  0.343  -4.157
C  3.928  0.143  -4.378
C  4.478  0.611  -5.575
C  5.825  0.450  -5.855
C  6.650  -0.205  -4.951
C  6.110  -0.707  -3.776
C  4.763  -0.540  -3.493
H  4.585  -0.050  3.159
H  4.336  1.131  5.053
H  2.783  2.472  6.433
H  0.491  2.941  5.606
H  -0.208  2.051  3.383
H  1.310  -0.484  1.627
H  3.109  0.863  0.745
H  3.541  0.837  -1.641
H  1.882  0.310  -5.057
H  3.837  1.118  -6.286
H  6.229  0.831  -6.784
H  7.701  -0.339  -5.168
H  6.738  -1.248  -3.079
H  4.354  -0.989  -2.598
C  -3.495  -7.515  0.728
C  -3.048  -6.883  -0.597
C  -4.297  -6.588  -1.429
C  -2.183  -7.887  -1.372
C  -2.232  -5.620  -0.312
C  -1.059  -5.723  0.442
C  -0.258  -4.625  0.746
C  -0.670  -3.405  0.264
O  -0.084  -2.170  0.406
B  -0.912  -1.277  -0.278
O  -2.005  -1.967  -0.833
C  -1.826  -3.283  -0.483
C  -2.624  -4.364  -0.785
H  -4.085  -8.415  0.537
H  -4.109  -6.817  1.301
H  -2.643  -7.797  1.347
H  -4.844  -7.517  -1.603
H  -4.042  -6.165  -2.402
H  -4.969  -5.897  -0.916
H  -2.760  -8.787  -1.598
H  -1.305  -8.186  -0.799
H  -1.839  -7.454  -2.313
H  -0.752  -6.694  0.811
H  0.645  -4.723  1.332
H  -3.519  -4.221  -1.372
O  -0.836  2.923  -0.760
S  -0.557  3.712  0.493
C  -1.981  3.473  1.558
C  -3.039  2.702  1.115
C  -4.122  2.501  1.960
C  -4.137  3.068  3.225
C  -3.065  3.841  3.657
C  -1.976  4.041  2.823
C  -0.935  5.402  0.027
C  -0.327  6.431  0.729
C  -0.621  7.746  0.393
C  -1.500  8.014  -0.646
C  -2.086  6.972  -1.356
C  -1.805  5.656  -1.021
H  -3.001  2.252  0.132
H  -4.951  1.890  1.628
H  -4.981  2.903  3.882
H  -3.073  4.278  4.647
H  -1.127  4.626  3.158
H  0.377  6.208  1.522
H  -0.154  8.558  0.934
H  -1.723  9.039  -0.912
H  -2.762  7.186  -2.173
H  -2.236  4.826  -1.566

Output
- HOMO-LUMO gap (eV) = 7.73
- highest occupied orbital energy (eV) = -7.52
- multiplicity = 1
- ΔE to the lowest compared entry with this formula, charge and spin (kcal/mol) = 0.0
- LUMO level (eV) = 0.21

Record 4
A molecular structure, C38H36BrGaIN6O12. Source: OMol25; level of theory: ωB97M-V with the def2-TZVPD basis set.

Cartesian coordinates (Å):
C  1.790  -2.073  1.426
C  2.157  -3.152  0.383
Ga  3.512  -4.398  1.179
Br  4.373  -5.843  -0.553
I  5.482  -2.890  2.084
H  2.637  -1.396  1.541
H  1.621  -2.567  2.386
H  0.893  -1.543  1.105
H  1.268  -3.743  0.149
H  2.555  -2.687  -0.522
H  2.876  -5.200  2.390
C  -0.584  3.706  3.098
C  -0.172  2.933  4.176
C  -0.274  1.552  4.121
C  -0.789  0.976  2.974
C  -1.207  1.726  1.892
C  -1.103  3.107  1.958
N  -0.883  -0.493  2.900
O  -0.529  -1.134  3.869
O  -1.310  -0.976  1.871
H  -0.495  4.785  3.145
H  0.234  3.404  5.062
H  0.042  0.934  4.947
H  -1.607  1.244  1.012
H  -1.427  3.695  1.108
C  -4.810  7.518  -2.921
C  -3.427  7.540  -2.794
C  -2.772  6.521  -2.120
C  -3.528  5.493  -1.587
C  -4.905  5.452  -1.694
C  -5.547  6.479  -2.368
N  -2.842  4.392  -0.890
O  -1.630  4.448  -0.787
O  -3.522  3.484  -0.458
H  -5.320  8.311  -3.453
H  -2.855  8.351  -3.224
H  -1.698  6.521  -2.013
H  -5.461  4.633  -1.262
H  -6.623  6.468  -2.468
C  5.047  -0.868  -1.667
C  6.018  -0.476  -0.755
C  6.639  0.755  -0.890
C  6.268  1.574  -1.943
C  5.307  1.201  -2.867
C  4.695  -0.033  -2.721
N  6.909  2.891  -2.084
O  7.766  3.199  -1.279
O  6.547  3.607  -3.000
H  4.564  -1.830  -1.546
H  6.267  -1.149  0.056
H  7.395  1.075  -0.188
H  5.044  1.863  -3.678
H  3.939  -0.344  -3.430
C  -3.458  -5.153  4.176
C  -4.758  -5.568  3.911
C  -5.538  -4.875  3.000
C  -4.991  -3.773  2.366
C  -3.703  -3.339  2.618
C  -2.933  -4.040  3.534
N  -5.814  -3.045  1.382
O  -6.952  -3.438  1.197
O  -5.315  -2.097  0.814
H  -2.850  -5.701  4.884
H  -5.164  -6.435  4.413
H  -6.549  -5.184  2.783
H  -3.292  -2.477  2.114
H  -1.922  -3.711  3.736
C  -9.246  3.037  -6.250
C  -9.443  3.500  -4.956
C  -9.039  4.779  -4.607
C  -8.445  5.571  -5.573
C  -8.234  5.130  -6.866
C  -8.640  3.848  -7.201
N  -8.026  6.937  -5.212
O  -8.197  7.294  -4.062
O  -7.528  7.625  -6.078
H  -9.565  2.039  -6.519
H  -9.912  2.866  -4.217
H  -9.184  5.154  -3.605
H  -7.762  5.774  -7.592
H  -8.484  3.483  -8.207
C  11.438  -7.776  3.386
C  10.291  -8.454  2.994
C  9.154  -7.749  2.629
C  9.193  -6.369  2.662
C  10.320  -5.673  3.052
C  11.450  -6.388  3.418
N  7.986  -5.609  2.252
O  7.012  -6.257  1.940
O  8.061  -4.399  2.262
H  12.324  -8.330  3.666
H  10.281  -9.536  2.970
H  8.252  -8.256  2.321
H  10.309  -4.593  3.067
H  12.343  -5.859  3.725

Output
- HOMO-LUMO gap (eV) = 5.00
- highest occupied orbital energy (eV) = -4.86
- total charge = -1
- multiplicity = 1
- ΔE to the lowest compared entry with this formula, charge and spin (kcal/mol) = 0.0
- LUMO level (eV) = 0.14

Record 5
A molecular structure, C38H36BrN5O6Sn. Source: OMol25; level of theory: ωB97M-V with the def2-TZVPD basis set.

Cartesian coordinates (Å):
Sn  0.713  0.569  0.740
C  -0.860  -2.783  3.894
O  -1.811  -1.987  4.594
C  -2.568  -1.135  3.824
C  -3.930  -1.228  3.970
C  -4.800  -0.349  3.305
C  -4.246  0.616  2.492
C  -2.859  0.738  2.308
C  -2.417  1.852  1.473
N  -1.234  2.097  1.062
N  -1.116  3.283  0.347
C  0.144  3.544  0.095
O  1.170  2.878  0.458
C  0.383  4.806  -0.698
C  1.681  5.294  -0.813
C  1.943  6.443  -1.552
C  0.908  7.109  -2.197
C  -0.390  6.619  -2.093
C  -0.651  5.476  -1.348
C  -1.942  -0.136  2.989
O  -0.676  -0.050  2.878
H  -0.195  -3.208  4.647
H  -0.291  -2.199  3.178
H  -1.368  -3.601  3.366
H  -4.316  -2.000  4.627
H  -5.872  -0.424  3.436
H  -4.891  1.321  1.973
H  -3.191  2.568  1.189
H  2.473  4.741  -0.320
H  2.960  6.811  -1.635
H  1.112  7.998  -2.784
H  -1.200  7.127  -2.604
H  -1.655  5.080  -1.257
Br  5.475  -2.172  5.873
C  4.383  -1.106  4.723
C  4.941  -0.523  3.606
C  4.101  0.244  2.802
N  2.811  0.433  3.077
C  2.290  -0.169  4.149
C  3.042  -0.952  5.018
H  5.977  -0.670  3.334
H  4.482  0.664  1.877
H  1.218  -0.035  4.295
H  2.587  -1.430  5.875
C  2.652  -3.542  1.189
N  1.615  -4.007  0.273
C  1.803  -5.288  -0.366
C  0.476  -3.266  0.154
C  -0.569  -3.722  -0.839
O  0.321  -2.256  0.828
H  2.502  -3.936  2.202
H  2.656  -2.455  1.215
H  3.622  -3.874  0.818
H  2.853  -5.404  -0.633
H  1.216  -5.362  -1.278
H  1.527  -6.125  0.289
H  -0.911  -4.737  -0.627
H  -0.176  -3.688  -1.858
H  -1.407  -3.037  -0.769
O  5.370  -0.166  -0.224
C  4.237  -0.382  -0.713
O  3.190  -0.783  -0.134
H  4.131  -0.189  -1.805
N  -0.173  0.567  -1.269
C  -0.839  0.297  -2.289
C  -0.481  0.907  -3.636
C  0.849  1.249  -3.869
C  1.232  1.843  -5.062
C  0.284  2.121  -6.043
C  -1.048  1.801  -5.814
C  -1.425  1.193  -4.619
C  -2.041  -0.637  -2.247
C  -2.827  -0.654  -1.098
C  -3.884  -1.543  -0.962
C  -4.167  -2.445  -1.984
C  -3.386  -2.444  -3.134
C  -2.337  -1.539  -3.268
H  1.565  1.050  -3.078
H  2.272  2.104  -5.225
H  0.582  2.585  -6.977
H  -1.796  2.027  -6.565
H  -2.468  0.958  -4.443
H  -2.565  0.021  -0.295
H  -4.467  -1.543  -0.047
H  -4.987  -3.147  -1.880
H  -3.593  -3.153  -3.929
H  -1.725  -1.550  -4.163

Output
- HOMO-LUMO gap (eV) = 5.59
- highest occupied orbital energy (eV) = -1.78
- total charge = -2
- multiplicity = 1
- ΔE to the lowest compared entry with this formula, charge and spin (kcal/mol) = 5.1
- LUMO level (eV) = 3.81

no.,F_max (eV/A),E (eV)
1,1.440,-135883.89483
2,0.835,-207300.53135
3,0.578,-138241.63131
4,0.897,-204007.88985
5,0.634,-135601.39554